# 1
# C3H3ClO2

2 unconnected molecules or ions with the total composition C3H3ClO2 (wB97M-V/def2-TZVPD, the OMol25 dataset).

Each line ends with the Mulliken charge.
Positions of all 9 atoms, in Å:
C 0.8278 -0.2162 0.2394  0.38
C -1.8728 0.9224 1.0774  0.33
C 1.0476 -0.6579 -1.1283  -0.76
O 1.4230 -0.1221 1.2459  -0.34
O -2.6517 1.1272 0.2082  -0.31
Cl -2.1569 1.2516 2.7622  -0.12
H 1.4391 -1.6770 -1.1074  0.29
H 1.8037 -0.0068 -1.5724  0.28
H 0.1401 -0.6213 -1.7249  0.25

The value obtained for the HOMO energy (alpha / beta) is -8.93 / -7.59 eV. As for the energy above the lowest of the compared OMol25 structures with the same formula, charge and spin: 3.159 eV. As for the frontier orbital gap (alpha / beta): 9.08 / 6.56 eV.

# 2
# C3H3ClOS

A single C3H3ClOS molecule (wB97M-V/def2-TZVPD, the OMol25 dataset).

Each line ends with the Mulliken charge.
Positions of all 9 atoms, in Å:
C -1.0209 0.2181 0.5142  -0.42
C -0.1840 -0.3901 -0.6091  -0.13
C 0.3238 0.7010 0.2124  0.03
O 2.0761 -1.5427 -0.4506  -0.53
S 0.9352 -1.2938 0.3961  0.37
Cl 1.0981 2.2336 -0.0437  -0.13
H -1.9874 0.8272 0.2180  0.24
H -1.1278 -0.3491 1.4709  0.17
H -0.1131 -0.4042 -1.7081  0.40

The value obtained for the HOMO energy is -8.83 eV. As for the energy above the lowest of the compared OMol25 structures with the same formula, charge and spin: 3.356 eV. As for the frontier orbital gap: 8.85 eV.

# 3
# C3H3CrLi2O3

A molecular structure, C3H3CrLi2O3 (wB97M-V/def2-TZVPD, the OMol25 dataset).

Each line ends with the Löwdin spin population.
Positions of all 12 atoms, in Å:
O -2.0327 0.2308 -0.3867  -0.02
Li -2.4046 -0.5052 1.2949  0.00
C -0.7928 0.2759 -0.5360  -0.04
O -0.3471 0.0656 -1.7847  0.03
C 1.0958 0.3513 -1.9333  -0.04
H 1.1752 1.2403 -2.5774  0.01
H 1.5113 -0.4967 -2.4994  0.00
Cr 1.3356 0.4694 0.1514  3.97
C -0.3145 -0.1347 2.0266  0.04
O 0.9448 -0.3662 1.9378  0.05
Li 0.3540 -2.0952 2.2149  0.00
H -0.5250 0.9645 2.0917  0.01

The value obtained for the HOMO energy (alpha / beta) is -11.93 / -12.17 eV. As for the spin multiplicity: 5. As for the energy above the lowest of the compared OMol25 structures with the same formula, charge and spin: 0.000 eV. As for the frontier orbital gap (alpha / beta): 7.52 / 7.70 eV. As for the charge: +1.

# 4
# C3H3CrO2

A molecular structure, C3H3CrO2 (wB97M-V/def2-TZVPD, the OMol25 dataset).

Each line ends with the Löwdin spin population.
Positions of all 9 atoms, in Å:
C 1.0045 0.1928 -0.2124  0.00
O -1.1896 -0.1405 0.3986  0.03
C 0.9938 -0.9587 0.4455  0.00
C -0.3904 0.8122 -0.2202  0.01
O 1.2080 -2.0534 0.8382  0.00
H 1.9293 0.7649 -0.2937  0.00
H -0.3685 1.7633 0.3499  0.00
H -0.6807 1.0338 -1.2680  0.00
Cr -2.5064 -1.4143 -0.0379  3.97

The value obtained for the HOMO energy (alpha / beta) is -2.28 / -0.75 eV. As for the spin multiplicity: 5. As for the energy above the lowest of the compared OMol25 structures with the same formula, charge and spin: 0.000 eV. As for the frontier orbital gap (alpha / beta): 5.92 / 4.53 eV. As for the charge: -1.

# 5
# C3H3CsLiO2

A molecular structure, C3H3CsLiO2 (wB97M-V/def2-TZVPD, the OMol25 dataset).

Each line ends with the Mulliken charge.
Positions of all 10 atoms, in Å:
O 0.7728 0.5446 -0.8215  -0.50
C 1.8030 0.9211 -0.1738  -0.19
C 1.9414 0.3620 1.2052  -0.70
H 2.5508 1.0829 1.7753  0.26
H 0.9727 0.1996 1.7092  0.24
H 2.5204 -0.5748 1.1854  0.18
O -4.4387 -1.2604 -0.1356  -0.10
C -4.8845 -2.2750 0.0923  0.11
Li -3.3150 0.4789 -0.5805  0.84
Cs 2.0772 0.5209 -4.2559  0.88

The value obtained for the HOMO energy (alpha / beta) is -7.51 / -7.51 eV. As for the energy above the lowest of the compared OMol25 structures with the same formula, charge and spin: 2.751 eV. As for the frontier orbital gap (alpha / beta): 3.40 / 3.40 eV. As for the charge: +1.

# 6
# C3H3CuLiO3

A molecular structure, C3H3CuLiO3 (wB97M-V/def2-TZVPD, the OMol25 dataset).

Each line ends with the Löwdin spin population.
Positions of all 11 atoms, in Å:
H -1.2157 -1.5006 0.0827  0.40
C -1.2808 1.0116 0.0732  0.06
C -0.1613 0.0908 0.0636  0.20
O 0.9584 0.5542 0.7045  0.07
C 2.1786 0.0388 0.4410  0.38
O 2.2788 -0.8849 -0.3905  0.37
O -2.4529 0.5413 -0.0551  0.13
H -1.0628 2.0593 -0.1952  0.00
H 0.0331 -0.4619 -0.8632  0.02
Cu 3.9505 -0.3138 0.2712  0.31
Li -3.2260 -1.1349 -0.1322  0.07

The value obtained for the HOMO energy (alpha / beta) is -9.95 / -11.79 eV. As for the spin multiplicity: 3. As for the energy above the lowest of the compared OMol25 structures with the same formula, charge and spin: 2.030 eV. As for the frontier orbital gap (alpha / beta): 4.41 / 5.08 eV. As for the charge: +1.

# 7
# C3H3F2N

2 unconnected molecules or ions with the total composition C3H3F2N (wB97M-V/def2-TZVPD, the OMol25 dataset).

Each line ends with the Mulliken charge.
Positions of all 9 atoms, in Å:
C 1.4220 0.2455 -1.4770  -0.66
C 0.6121 0.1839 -0.4482  0.59
F -0.4111 -0.5877 -0.4764  -0.22
F 0.6607 0.8705 0.6752  -0.21
H 1.4118 -0.3152 -2.3945  0.28
H 2.2880 0.9745 -1.5553  0.22
C -2.0432 -0.3912 1.9323  0.16
N -2.2841 -1.3405 2.4813  -0.33
H -1.6561 0.3603 1.2626  0.18

The value obtained for the HOMO energy is -10.42 eV. As for the energy above the lowest of the compared OMol25 structures with the same formula, charge and spin: 1.632 eV. As for the frontier orbital gap: 11.22 eV.

# 8
# C3H3F2N

2 unconnected molecules or ions with the total composition C3H3F2N (wB97M-V/def2-TZVPD, the OMol25 dataset).

Each line ends with the Mulliken charge.
Positions of all 9 atoms, in Å:
C -0.8338 -0.4321 -1.1868  -0.04
C -0.7494 0.8658 -1.1246  -0.06
C 0.6175 -0.1096 1.3034  0.09
N -1.3244 0.2537 -0.0333  -0.45
F 1.4883 0.2676 0.3109  -0.23
F 0.6751 -1.4596 1.4239  -0.22
H -0.4736 -1.4140 -1.3330  0.32
H -0.3629 1.6880 -1.5725  0.36
H 0.9633 0.3402 2.2119  0.23

The value obtained for the HOMO energy (alpha / beta) is -7.60 / -8.43 eV. As for the energy above the lowest of the compared OMol25 structures with the same formula, charge and spin: 6.043 eV. As for the frontier orbital gap (alpha / beta): 8.07 / 9.24 eV.

# 9
# C3H3F2NO

2 unconnected molecules or ions with the total composition C3H3F2NO (wB97M-V/def2-TZVPD, the OMol25 dataset).

Each line ends with the Mulliken charge.
Positions of all 10 atoms, in Å:
C 1.6006 -0.5087 -0.8182  0.36
C -0.8796 1.2714 0.1772  -0.42
C 0.6880 -0.8795 0.1729  0.26
N 2.2377 -0.2424 -1.7328  -0.35
O -0.3935 -1.5324 -0.0211  -0.45
F -1.9864 0.4526 0.2328  -0.30
F 1.1430 -0.7661 1.4915  -0.26
H -0.6724 1.4620 -0.8938  0.32
H -0.5978 1.8239 1.0225  0.37
H -1.1396 -1.0807 0.3689  0.46

The value obtained for the HOMO energy (alpha / beta) is -8.68 / -9.53 eV. As for the energy above the lowest of the compared OMol25 structures with the same formula, charge and spin: 3.955 eV. As for the frontier orbital gap (alpha / beta): 8.27 / 8.96 eV.

# 10
# C3H3F3N2O2

2 unconnected molecules or ions with the total composition C3H3F3N2O2 (wB97M-V/def2-TZVPD, the OMol25 dataset).

Each line ends with the Löwdin spin population.
Positions of all 13 atoms, in Å:
C 0.0982 0.4308 -0.7701  0.44
C -1.0328 -0.3531 1.0493  0.51
C 1.1979 1.4399 -0.5209  0.10
N -0.2185 -0.2559 -1.7053  0.39
N -0.7066 -1.6367 1.0698  0.10
O 0.2407 -2.0678 1.7995  0.25
O -1.2419 -2.4336 0.2764  0.11
F 0.8212 2.3360 0.4371  0.00
F 1.4601 2.1185 -1.6285  0.03
F 2.3010 0.8632 -0.0565  0.01
H -2.0698 -0.1719 0.6951  0.01
H -0.7147 0.2650 1.9358  0.01
H -0.1346 -0.5343 -2.5817  0.03

The value obtained for the HOMO energy (alpha / beta) is -7.68 / -10.05 eV. As for the spin multiplicity: 3. As for the frontier orbital gap (alpha / beta): 7.69 / 6.86 eV.